# 1
C19H20ClNO5 | ωB97M-V/def2-TZVPD

The geometry in XYZ format:
```
46
Properties=species:S:1:pos:R:3:forces:R:3:mulliken_charge:R:1
C -3.06829 -3.06718 2.52768 0.125 -0.063 0.147 -0.76
O -3.97226 -2.67754 1.51952 -0.154 0.091 -0.193 -0.49
C -3.64038 -1.62103 0.72977 -0.172 0.217 -0.341 0.57
C -4.56174 -1.27301 -0.25379 0.097 -0.216 0.278 -0.99
C -4.31525 -0.21560 -1.11073 0.150 0.162 -0.056 -0.33
C -3.14523 0.51663 -1.00121 0.111 -0.007 0.085 0.48
O -2.79324 1.58375 -1.80331 0.205 -0.279 0.422 -0.41
C -3.69512 1.97870 -2.80755 -0.114 0.109 -0.190 -0.99
C -2.21560 0.17148 -0.00597 -0.295 -0.018 -0.182 -0.70
N -1.05029 0.94139 0.05303 -0.353 0.276 -0.497 0.20
C -0.00682 0.85654 0.91210 0.530 0.366 0.164 -0.29
O 0.06902 0.08681 1.84442 -0.058 -0.172 0.172 -0.74
C 1.12393 1.83798 0.58544 -0.070 0.033 -0.086 0.17
C 0.62870 3.29603 0.61420 0.149 -0.012 0.204 -0.43
C 1.81632 4.22643 0.67343 -0.034 0.039 -0.318 0.20
O 2.57411 4.44974 -0.23225 0.087 0.022 -0.166 -0.57
O 1.95872 4.77189 1.88398 -0.092 0.167 0.736 -0.45
C 1.76007 1.47098 -0.76744 0.164 -0.077 0.224 -1.15
C 2.25658 0.05322 -0.72696 0.009 0.014 -0.172 0.19
C 3.50182 -0.23806 -0.18454 -0.090 -0.029 -0.054 -0.12
C 3.95094 -1.54195 -0.09011 -0.005 -0.087 0.016 -0.86
C 3.14001 -2.57045 -0.54063 -0.098 0.211 -0.030 0.42
Cl 3.69078 -4.20559 -0.42603 0.076 -0.221 0.017 -0.23
C 1.89530 -2.30410 -1.08553 0.077 -0.108 0.041 -1.02
C 1.46186 -0.99394 -1.17526 0.108 0.016 0.005 0.11
C -2.46228 -0.89094 0.84910 -0.007 -0.247 0.223 -0.02
H -2.90577 -2.26461 3.25324 0.010 -0.020 -0.024 0.31
H -2.10570 -3.37360 2.10737 -0.019 0.019 0.017 0.31
H -3.53316 -3.91681 3.02531 0.079 0.058 -0.002 0.23
H -5.47226 -1.84335 -0.33719 -0.119 -0.074 -0.012 0.45
H -5.04926 0.02597 -1.86227 -0.047 0.054 -0.088 0.41
H -3.86178 1.17799 -3.53467 -0.003 0.019 0.037 0.37
H -3.22757 2.82636 -3.30681 -0.089 -0.059 -0.006 0.25
H -4.65407 2.29233 -2.38392 0.029 -0.028 -0.010 0.37
H -1.01804 1.64373 -0.67331 0.114 -0.048 0.119 0.33
H 1.87028 1.70058 1.37476 -0.151 -0.072 -0.045 0.71
H 0.01171 3.46290 1.49723 -0.063 0.002 -0.099 0.42
H 0.05812 3.52433 -0.28748 0.007 0.069 0.020 0.30
H 2.74183 5.34452 1.91722 -0.057 -0.155 -0.301 0.36
H 1.02590 1.58605 -1.56753 0.015 0.074 -0.043 0.38
H 2.58445 2.15833 -0.96424 -0.099 -0.010 -0.060 0.58
H 4.13128 0.56661 0.16620 0.089 0.104 0.042 0.42
H 4.91946 -1.76158 0.33096 0.081 -0.048 0.027 0.41
H 1.27207 -3.11311 -1.43287 -0.031 -0.092 -0.028 0.42
H 0.49028 -0.79073 -1.60158 -0.115 0.043 -0.045 0.41
H -1.72112 -1.12188 1.59354 0.023 -0.023 0.051 0.77
```
Forces are in eV/Å.

Calculated values
Maximum force in eV Å⁻¹: 0.76
ΔE to the lowest compared entry with this formula, charge and spin in kcal per mole: 2.9
SMILES string: COc1ccc(OC)c(NC(=O)[C@H](CC(=O)O)Cc2ccc(Cl)cc2)c1

# 2
C19H20F2N6O2 | ωB97M-V/def2-TZVPD

The geometry in XYZ format:
```
49
Properties=species:S:1:pos:R:3:forces:R:3:mulliken_charge:R:1
C -2.82449 -1.37886 4.40928 0.529 0.112 -0.055 -1.06
C -1.25951 -1.27896 4.26428 0.189 -0.364 -2.227 0.48
O -0.52383 -2.15331 3.79339 -1.960 1.509 1.488 -0.55
C -0.62706 0.12520 4.55292 2.501 -1.697 -0.005 0.15
C 0.83705 0.21343 3.88666 -1.181 -0.073 1.211 -1.30
C 1.02547 1.68568 3.76844 1.135 0.805 1.701 0.65
C 1.33152 2.27870 2.42559 -1.444 2.001 -0.914 0.03
O 2.10493 3.19244 2.40692 2.379 0.870 -0.554 -0.64
N 0.37039 2.22428 1.41048 0.412 -0.923 0.471 -0.08
C 0.33948 3.04739 0.19154 0.739 -0.362 -0.217 -1.06
C 0.94672 2.19329 -1.01314 1.584 0.843 1.136 0.18
C 1.56003 3.00633 -2.16098 -1.773 2.218 0.853 -1.51
N 0.08657 1.16541 -1.61343 0.766 0.202 0.746 1.12
C -1.10036 1.38733 -2.21183 -2.053 -1.159 -0.606 0.03
C -1.38560 0.28474 -3.02654 2.149 -0.873 1.030 -1.10
C -0.17935 -0.57660 -2.84049 -1.735 1.145 0.349 0.24
C 0.07570 -1.91363 -3.45685 2.705 0.370 -0.828 0.50
C 1.42720 -2.23326 -3.89060 -0.996 0.380 0.602 -0.56
C 1.63733 -3.42713 -4.57335 2.682 2.710 0.330 0.38
F 2.87266 -3.72757 -5.13144 -1.518 0.394 1.142 -0.29
C 0.64693 -4.30270 -4.74478 -1.984 -3.942 -1.404 0.35
C 0.98297 -5.63906 -5.21262 -0.135 -0.771 -1.144 -0.04
N 1.19228 -6.67818 -5.68550 -0.208 1.271 0.843 -0.46
C -0.68126 -3.99708 -4.43543 2.834 1.525 1.566 0.28
F -1.65779 -4.83488 -4.43846 -1.208 -1.834 -0.848 -0.29
C -0.90238 -2.82617 -3.76974 -1.955 0.590 0.229 -0.61
N 0.67208 0.00514 -1.98335 -0.819 -0.123 -0.996 -1.04
N -0.26396 2.25769 4.06239 0.186 3.120 2.256 -0.52
N -1.26273 1.33445 4.07141 -3.588 -3.670 0.132 -0.39
H -3.21192 -2.39768 4.56667 0.618 0.252 0.360 0.36
H -3.06684 -0.71033 5.27213 -0.341 -0.555 -0.805 0.28
H -3.38237 -1.09428 3.46603 1.021 0.345 0.987 0.26
H -0.44604 0.19396 5.67746 -0.140 -0.148 -1.021 0.36
H 1.05752 -0.14609 2.91672 -0.947 -1.273 -1.073 0.46
H 1.57261 -0.26627 4.50540 0.210 -0.032 0.492 0.42
H 1.83334 2.03687 4.54939 -1.434 -0.227 -1.852 0.30
H -0.43229 1.66416 1.64120 -0.243 -0.161 -0.358 0.29
H 0.97525 3.99070 0.30160 -0.835 -1.429 0.053 0.38
H -0.70918 3.32808 0.07888 0.099 0.159 -0.403 0.35
H 1.79209 1.76955 -0.44942 -0.506 -0.874 -0.589 0.20
H 0.68076 3.62611 -2.47566 0.900 -0.441 -0.757 0.34
H 2.33422 3.74052 -1.93192 -0.122 -0.033 0.950 0.43
H 2.04380 2.46588 -2.92871 -0.268 -1.148 -0.967 0.37
H -1.86690 2.13775 -1.90852 1.326 -0.291 -0.329 0.32
H -2.29238 0.03168 -3.58408 0.538 0.326 0.283 0.40
H 2.24983 -1.56471 -3.61575 -0.365 -0.232 -0.420 0.47
H -1.95164 -2.75875 -3.47379 0.304 0.653 0.187 0.46
H -0.59508 3.06478 3.54730 0.745 -0.194 -0.134 0.32
H -2.02577 1.45397 4.79024 1.204 1.025 -0.891 0.33
```
Forces are in eV/Å.

Calculated values
Maximum force in eV Å⁻¹: 5.13
ΔE to the lowest compared entry with this formula, charge and spin in kcal per mole: 55.5
SMILES string: CC(=O)[C@H]1C[C@@H](C(=O)NC[C@H](C)n2ccc(-c3cc(F)c(C#N)c(F)c3)n2)NN1

# 3
C19H20N2O2Pd | ωB97M-V/def2-TZVPD

The geometry in XYZ format:
```
44
Properties=species:S:1:pos:R:3:forces:R:3:mulliken_charge:R:1
Pd 0.03328 0.29360 0.04244 -0.094 0.732 0.087 0.82
C -2.55272 0.38098 2.51975 -0.020 0.019 -0.025 -1.82
C -1.17446 0.78351 2.09788 0.159 0.038 -0.308 0.74
C -0.93463 2.08620 1.54856 0.022 -0.070 0.233 -0.08
C 0.34430 2.52130 1.27371 0.149 0.124 0.299 -0.32
C 1.43404 1.65209 1.50575 -0.297 -0.212 -0.073 -0.72
C 1.22521 0.37405 2.06921 0.048 0.090 0.064 -0.58
C -0.07557 -0.04998 2.37134 0.036 0.002 0.374 -0.26
H -2.68523 0.68224 3.56211 -0.020 -0.008 0.001 0.36
H -2.69614 -0.69760 2.47346 0.001 -0.006 0.005 0.48
H -3.32577 0.88488 1.94175 0.004 0.012 0.010 0.49
H -1.77113 2.75277 1.37738 -0.057 -0.087 -0.032 0.47
H 0.51102 3.51848 0.89012 0.038 -0.017 -0.014 0.48
H 2.44334 1.99855 1.32424 0.001 -0.079 -0.152 0.50
H 2.06736 -0.25464 2.32378 0.025 -0.014 -0.090 0.47
H -0.23031 -1.00659 2.85228 -0.039 -0.031 -0.054 0.49
O 2.17256 0.55427 -6.39044 0.015 0.000 0.066 -0.49
C 3.13521 0.46086 -5.37231 -0.070 -0.006 0.017 -0.56
C 2.41787 0.38115 -4.05704 0.058 -0.003 0.005 0.23
C 3.12556 0.30297 -2.86000 0.032 -0.006 -0.023 -0.93
C 2.43872 0.23284 -1.67075 -0.088 0.008 -0.069 -0.45
N 1.09750 0.24137 -1.63384 0.545 -0.148 0.000 -0.22
C 0.39519 0.29379 -2.78237 0.087 -0.026 -0.055 0.32
C 1.02954 0.36781 -4.00484 -0.028 -0.007 -0.030 -0.11
C -1.05317 0.20650 -2.58648 -0.099 -0.029 -0.044 -0.09
C -1.99645 0.21727 -3.58803 0.022 -0.060 -0.044 -0.08
C -3.34513 0.06239 -3.27409 -0.005 -0.010 -0.013 0.89
C -4.35637 0.06058 -4.39787 0.060 -0.031 -0.023 -0.87
O -3.89566 -0.76391 -5.44634 0.014 0.149 0.003 -0.48
C -3.69091 -0.11659 -1.94225 -0.046 0.068 0.016 -0.95
C -2.70343 -0.11153 -0.97654 0.059 -0.032 -0.129 -0.63
N -1.41651 0.05919 -1.29250 -0.461 -0.260 0.052 -0.34
H 2.60605 0.59697 -7.24721 0.028 0.002 -0.090 0.32
H 3.80147 1.33057 -5.34893 0.005 0.021 -0.009 0.37
H 3.76304 -0.43169 -5.47550 0.005 -0.015 -0.005 0.37
H 4.20764 0.29167 -2.84752 -0.007 -0.002 0.001 0.47
H 2.95432 0.15793 -0.72472 -0.004 0.011 0.016 0.50
H 0.46989 0.40298 -4.92801 -0.011 0.012 0.020 0.66
H -1.70019 0.31777 -4.62332 0.001 -0.009 0.008 0.46
H -4.43427 1.07596 -4.79350 -0.035 0.038 0.038 0.27
H -5.34171 -0.22271 -4.02578 0.003 -0.051 -0.018 0.45
H -4.33424 -1.61748 -5.41414 -0.047 -0.108 -0.010 0.32
H -4.72076 -0.26418 -1.64509 0.010 -0.013 -0.001 0.42
H -2.93434 -0.26858 0.06640 0.001 0.015 -0.002 0.62
```
Forces are in eV/Å.

Calculated values
Net charge: +2
Maximum force in eV Å⁻¹: 0.74
E in Eh: -1123.34791

# 4
C19H20N2O3 | ωB97M-V/def2-TZVPD

The geometry in XYZ format:
```
44
Properties=species:S:1:pos:R:3:forces:R:3:mulliken_charge:R:1
C -6.07170 -0.87058 -0.52204 0.409 0.050 0.221 -1.14
C -4.81788 -1.39169 0.16219 -0.302 -0.546 -0.240 -0.30
O -3.87959 -0.32795 0.30628 0.065 0.159 0.065 -0.24
C -2.60457 -0.55412 -0.04270 0.217 -0.266 -0.069 0.87
O -2.25589 -1.66786 -0.43292 -0.168 0.025 0.028 -0.87
C -1.71474 0.58285 0.10573 0.069 -0.052 0.020 -0.35
C -2.18740 1.93322 0.29665 -0.165 0.058 -0.025 1.23
C -3.64721 2.27193 0.13527 -0.017 0.372 0.019 -1.08
O -1.42669 2.87433 0.57018 -0.069 0.178 0.050 -0.86
C -0.30260 0.33624 0.06359 0.069 -0.070 -0.010 0.00
N 0.54502 1.35911 0.23749 -0.508 0.238 0.312 -0.09
C 1.89089 1.44998 -0.12415 0.636 0.151 -0.314 -0.12
C 2.39505 0.84272 -1.27187 -0.106 0.189 0.022 0.04
C 3.73372 0.97061 -1.58838 0.014 -0.026 -0.006 -0.69
C 4.57865 1.71220 -0.78021 0.113 0.026 0.020 -0.43
C 4.07194 2.34917 0.34042 0.090 0.029 -0.043 -0.64
C 2.73564 2.22456 0.66697 -0.213 -0.114 -0.074 -0.42
N 0.16222 -0.90941 -0.14411 -0.420 -0.070 -0.295 -0.14
C 1.41637 -1.43297 0.18282 0.529 -0.322 0.287 -0.11
C 1.94426 -2.43890 -0.62231 -0.160 0.172 0.074 -0.43
C 3.17962 -2.98439 -0.33170 0.070 -0.057 0.040 -0.64
C 3.89772 -2.54003 0.76604 0.101 -0.062 -0.022 -0.45
C 3.35920 -1.56537 1.58876 0.013 0.016 0.002 -0.68
C 2.12226 -1.01713 1.30900 -0.154 -0.154 -0.006 0.05
H -6.49571 -0.04752 0.04729 -0.116 0.078 0.016 0.28
H -6.80536 -1.66857 -0.59272 -0.098 -0.068 -0.012 0.40
H -5.83727 -0.51754 -1.52325 -0.014 0.022 -0.104 0.29
H -5.05197 -1.76353 1.16582 0.093 0.031 -0.125 0.26
H -4.35620 -2.19833 -0.41639 -0.146 0.147 0.199 0.33
H -3.73223 3.35564 0.08130 0.084 -0.011 -0.002 0.42
H -4.06559 1.82116 -0.75902 -0.098 -0.040 -0.008 0.29
H -4.20983 1.91642 0.99435 -0.072 -0.019 -0.013 0.20
H 0.03875 2.23171 0.50380 0.046 -0.281 -0.101 0.49
H 1.73627 0.28456 -1.91927 -0.061 -0.067 -0.022 0.41
H 4.11752 0.49119 -2.47652 0.029 -0.049 -0.073 0.40
H 5.62489 1.80338 -1.02940 0.092 0.011 -0.021 0.41
H 4.72186 2.94427 0.96460 0.044 0.053 0.054 0.38
H 2.33360 2.71873 1.53888 -0.050 0.023 0.121 0.45
H -0.57477 -1.57132 -0.42100 0.085 0.230 0.099 0.42
H 1.37980 -2.78043 -1.47735 -0.055 -0.005 -0.124 0.45
H 3.58553 -3.75761 -0.96691 0.024 -0.064 -0.055 0.39
H 4.86720 -2.96019 0.98624 0.085 -0.039 0.019 0.41
H 3.90281 -1.23158 2.45986 0.047 0.038 0.073 0.40
H 1.69642 -0.27698 1.96874 -0.035 0.085 0.022 0.41
```
Forces are in eV/Å.

Calculated values
Maximum force in eV Å⁻¹: 0.73
ΔE to the lowest compared entry with this formula, charge and spin in kcal per mole: 24.4
SMILES string: CCOC(=O)C(C(C)=O)=C(Nc1ccccc1)Nc1ccccc1

Question: What is the formula in the fourth record?
Answer: C19H20N2O3

Question: Which value of maximum force does entry 3 give?
Answer: 0.74 eV Å⁻¹

Question: What is the formula in the first record?
Answer: C19H20ClNO5

Question: What is the formula in the third record?
Answer: C19H20N2O2Pd